No. 1
A structure of composition C36H44N9P2SbSe2TeW. Source: the OMol25 dataset; level of theory: the ωB97M-V functional and the def2-TZVPD basis.

Computed properties:
Lowest unoccupied orbital energy (alpha / beta): 4.12 / 4.12 eV
HOMO energy (alpha / beta): -0.0337 / -0.0420 Eh

ORCA input file:
```
! RIJCOSX wB97M-V def2-TZVPD def2/J DEFGRID3
* xyz -2 3
W 0.387 -0.610 0.535
Te 3.531 2.580 -1.451
Sb 3.022 0.509 0.111
Se 0.928 -0.084 2.877
Se -2.230 -0.412 1.329
P -2.439 -0.291 3.548
P -0.035 2.491 0.920
N -1.447 4.428 2.375
N 0.513 -0.107 -2.250
N 2.228 -1.809 -2.203
N 0.604 1.585 -3.846
N 2.052 -0.209 -3.998
N -0.383 5.208 0.296
N 3.714 -1.806 -3.959
N -0.727 -2.291 -0.472
N 0.981 4.731 2.281
C -4.634 0.689 4.917
C 1.539 -2.478 0.931
C -1.265 -4.292 -2.282
C -0.036 -2.372 -1.614
C -2.651 1.560 -1.238
C 2.594 -1.275 -3.315
C -1.974 -4.202 -1.090
C 4.529 -0.901 -0.508
C -3.313 0.657 -3.767
C -3.675 -4.221 4.189
C -2.550 -2.089 3.977
C 1.066 0.391 -3.368
C -5.946 1.088 5.144
C 1.024 -1.312 -1.618
C -4.234 0.167 3.687
C 0.802 5.546 1.082
C -0.436 0.399 -1.344
C -3.869 1.896 -1.796
C -6.885 0.984 4.129
C -0.265 -3.372 -2.545
C -1.362 -2.705 4.370
C -1.328 -4.064 4.657
C -1.431 2.993 2.047
C -0.230 4.811 3.085
C -0.230 3.875 -0.315
C 1.286 3.336 1.929
C -1.707 0.767 -1.926
C -2.087 0.326 -3.217
C -6.501 0.482 2.892
C -4.218 1.450 -3.068
C 4.061 0.960 1.926
C -5.191 0.078 2.674
C -3.705 -2.866 3.888
C -2.484 -4.826 4.572
C -1.550 5.249 1.171
C -1.674 -3.184 -0.199
H -4.892 -0.290 1.700
H -7.907 1.305 4.295
H 0.712 6.592 1.398
H 4.311 -2.295 -3.308
H -2.458 -5.886 4.798
H -7.224 0.411 2.087
H -3.567 0.287 -4.754
H 5.397 -0.744 0.134
H 4.034 0.075 2.561
H -1.410 -0.301 -3.781
H 1.716 -3.090 0.043
H -0.453 -2.113 4.407
H 0.114 2.137 -3.155
H 1.346 2.089 -4.307
H -1.316 2.413 2.968
H -2.749 -4.914 -0.841
H -2.412 1.895 -0.242
H -0.349 5.849 3.417
H 5.083 1.229 1.656
H -3.894 0.791 5.704
H -0.118 4.169 3.962
H -0.390 -4.526 4.941
H -2.428 4.930 0.602
H -2.397 2.712 1.622
H -2.187 -3.064 0.746
H 2.510 -2.257 1.379
H -4.560 2.507 -1.226
H 1.685 5.436 0.449
H -4.584 -4.808 4.115
H 0.973 -3.059 1.666
H 4.154 -1.918 -0.422
H -1.100 3.677 -0.947
H -1.698 6.287 1.489
H 4.792 -0.680 -1.540
H 4.198 -1.097 -4.490
H 2.216 3.317 1.357
H -1.488 -5.082 -2.990
H 3.576 1.780 2.450
H -6.228 1.495 6.108
H 1.428 2.747 2.837
H 0.346 -3.410 -3.437
H 0.659 3.868 -0.950
H -4.637 -2.411 3.578
H -5.176 1.710 -3.503
*
```

Here are the Mulliken charges for atoms 1 to 2, given in e: atom 1 (W): -0.391, atom 2 (Te): -0.942

---

No. 2
A structure of composition C36H45Br2FN8O5S2Sb2W. Source: the OMol25 dataset; level of theory: the ωB97M-V functional and the def2-TZVPD basis.

Computed properties:
Lowest unoccupied orbital energy (alpha / beta): -5.71 / -6.37 eV
HOMO energy (alpha / beta): -0.4624 / -0.4699 Eh

ORCA input file:
```
! RIJCOSX wB97M-V def2-TZVPD def2/J DEFGRID3
* xyz 2 3
W -0.518 0.339 -0.164
Sb -3.362 0.678 0.653
Sb -0.153 3.055 -0.727
Br -4.004 1.360 -3.752
Br -1.406 -2.939 -6.489
S -0.283 0.575 2.537
S 1.599 -1.833 2.810
F 8.173 1.761 0.421
O 4.029 -0.877 -1.931
O 1.409 0.203 0.199
O 3.555 2.587 -2.179
O 7.428 4.352 -0.711
O -1.791 0.705 -1.685
N -0.745 -2.148 0.164
N 0.927 -0.119 4.592
N -1.866 -3.900 0.737
N 4.694 1.479 -0.490
N -1.847 -2.630 0.795
N 0.401 -0.642 -2.017
N -0.804 -4.304 0.020
N 5.682 3.203 -1.635
C 4.549 2.439 -1.502
C 1.533 -1.071 5.420
C 6.782 3.358 -0.758
C -4.783 -0.614 -0.231
C -0.552 -6.630 1.000
C -4.036 2.532 -0.218
C -0.494 -5.689 -0.261
C 0.650 3.346 -2.718
C 2.310 -1.990 4.571
C -3.593 3.748 0.520
C 0.793 -0.429 3.330
C -3.883 5.244 2.433
C -2.446 5.853 0.672
C -4.178 4.086 1.757
C -0.514 -0.806 -2.986
C 6.952 2.114 -0.017
C -1.632 0.052 -2.826
C 0.189 -6.062 2.227
C -2.658 4.656 -0.014
C -0.124 -3.219 -0.297
C 1.769 -2.314 -3.129
C -1.431 -1.670 -5.068
C 5.922 1.277 0.113
C -4.173 0.609 2.705
C 2.445 0.449 -0.695
C -2.551 0.045 -3.861
C -2.522 -0.785 -5.006
C -0.392 -1.701 -4.053
C 1.048 4.096 0.669
C 3.545 0.940 0.231
C -2.031 -7.062 1.248
C -1.874 4.241 -1.210
C -2.985 6.169 1.911
C 2.799 -0.890 -1.246
C 1.614 -1.275 -2.147
C 0.737 -2.565 -4.042
H 5.583 3.972 -2.275
H -1.196 -6.051 -1.004
H -4.307 -1.523 -0.449
H -4.140 1.492 3.329
H -0.058 -7.520 0.649
H 1.302 2.507 -3.017
H 0.330 -6.964 2.833
H -5.106 2.358 -0.233
H 0.875 -3.407 -4.710
H 0.412 0.735 4.930
H -5.173 -0.157 -1.135
H -2.443 3.724 -1.946
H 2.198 -0.598 6.106
H 0.745 -1.604 5.958
H -2.678 -6.144 1.400
H 0.836 -3.149 -0.838
H -4.422 5.504 3.353
H -2.848 7.079 2.437
H -1.410 5.080 -1.753
H 2.910 -1.704 -0.481
H 1.257 5.096 0.371
H 3.128 1.734 0.878
H -1.840 6.613 0.199
H 6.040 0.297 0.540
H -0.165 3.359 -3.393
H 2.194 1.148 -1.456
H -5.609 -0.811 0.447
H 1.131 -5.572 2.021
H -3.298 -0.782 -5.752
H -2.491 -7.654 0.441
H 2.231 -3.088 4.825
H -0.475 -5.330 2.680
H 0.606 4.071 1.685
H 3.809 0.149 0.909
H -2.062 -7.689 2.116
H 2.749 -2.741 -3.228
H 1.280 4.218 -2.785
H -3.708 -0.252 3.238
H 1.966 3.590 0.717
H -4.962 3.457 2.173
H -5.222 0.335 2.576
H -3.635 2.463 -1.252
H 3.336 -1.701 4.602
H 0.490 -5.681 -0.707
H 3.939 -0.245 -2.671
*
```

Here are the Mulliken charges for atoms 1 to 2, given in e: atom 1 (W): -0.959, atom 2 (Sb): 1.306

---

No. 3
A cluster of 3 separate species, C36H45BrN2O10P2 in total. Source: the OMol25 dataset; level of theory: the ωB97M-V functional and the def2-TZVPD basis.

Computed properties:
Lowest unoccupied orbital energy: -1.91 eV
HOMO energy: -0.3156 Eh

ORCA input file:
```
! RIJCOSX wB97M-V def2-TZVPD def2/J DEFGRID3
* xyz 0 1
Br 0.298 3.842 3.193
P -1.677 3.363 2.198
P -7.554 -1.367 2.000
O -8.953 -0.492 1.498
O -1.554 -3.277 -5.833
O -6.320 1.959 4.273
O -7.622 -1.656 3.686
O -1.795 4.414 0.815
O -4.700 3.054 1.437
O -5.181 -1.819 -0.355
O -3.319 -2.541 -4.416
O 1.467 -1.696 1.408
O -6.960 1.038 5.082
N -7.646 -2.800 1.293
N 0.829 1.181 1.238
C -1.153 -1.157 -4.663
C 0.725 3.125 -0.481
C 2.496 1.072 -0.742
C 7.679 0.447 -1.220
C -2.039 -2.459 -5.023
C 5.297 3.645 0.403
C -3.185 1.027 1.267
C -4.857 -0.995 0.526
C 2.841 -1.966 1.057
C 6.313 0.195 -1.131
C -5.994 -0.392 1.507
C -3.586 -3.858 -3.867
C 6.215 4.655 0.675
C 5.874 5.686 1.545
C -6.859 1.706 2.943
C -3.316 -3.985 -2.283
C 6.224 -0.167 -3.513
C -2.316 -2.882 -0.123
C 4.621 5.703 2.149
C 1.286 1.726 0.119
C -0.714 -0.773 0.565
C 3.705 4.689 1.881
C -5.813 0.945 1.988
C 0.606 -1.653 0.244
C -4.523 1.820 1.551
C 2.802 -3.950 2.813
C -0.548 0.702 1.109
C 3.296 -3.487 1.335
C 8.317 0.391 -2.455
C -3.358 -0.441 0.727
C 7.591 0.079 -3.601
C 5.585 -0.107 -2.278
C 4.043 3.664 1.004
C -2.151 -3.024 -1.733
C -1.743 1.615 1.491
C -2.148 -1.366 0.384
H -1.114 -3.485 -1.952
H 3.328 2.879 0.791
H 8.246 0.686 -0.327
H 2.896 -4.182 0.514
H 1.976 0.454 -1.557
H 3.270 -4.967 3.086
H 9.381 0.589 -2.525
H 6.587 6.477 1.754
H -4.319 -3.795 -1.746
H -7.975 -2.572 3.824
H 7.194 4.639 0.209
H 4.519 -0.298 -2.209
H 2.728 4.701 2.355
H -1.908 -0.363 -4.305
H 5.815 0.236 -0.167
H 1.272 3.449 -1.427
H -7.883 1.213 2.999
H 1.652 -3.973 2.892
H -7.029 2.739 2.451
H -3.020 -5.072 -2.036
H -0.383 2.939 -0.730
H -2.639 4.901 1.006
H -1.521 -3.579 0.343
H -8.510 -2.784 0.716
H 3.218 0.467 -0.104
H 3.125 -1.710 -0.019
H 3.016 1.942 -1.297
H -0.438 -1.420 -3.803
H -3.052 -4.713 -4.404
H 0.331 -2.754 0.014
H 4.442 -3.511 1.317
H 5.657 -0.405 -4.406
H 3.209 -3.187 3.575
H -6.477 0.186 4.906
H 3.492 -1.307 1.750
H -0.621 -0.758 -5.590
H -3.326 -3.339 0.198
H -4.715 -4.050 -4.021
H -8.696 0.218 0.868
H -2.148 -1.988 -2.206
H 1.143 -1.280 -0.706
H 4.357 6.506 2.829
H 0.742 3.966 0.292
H 8.090 0.029 -4.563
H 5.561 2.842 -0.279
*
```

Here are the Mulliken charges for atoms 1 to 2, given in e: atom 1 (Br): -0.165, atom 2 (P): 0.187

---

Summary of ΔE to the lowest compared entry with this formula, charge and spin in kJ/mol
20.1; 0.0; 603.4
(order as listed above)
Summary of F_max in eV/A
0.70; 2.91; 4.29
(order as listed above)